Entry 1:
A cluster of 2 separate species, C9H23N2Si in total. Source: OMol25; level of theory: ωB97M-V with the def2-TZVPD basis set.

Values from the calculation:
Energy relative to the best compared isomer or geometry (same formula, charge and spin) ... 12.7 kcal per mole
Strongest force on any atom ... 4.999 eV/A
Charge ... +1
E_HOMO ... -13.18 eV
2S+1 ... 1
HOMO-LUMO gap ... 9.37 eV
Electronic energy ... -755.44060 Eh

Last column: natural (NBO) charge in e.
Element x y z (Å)
C1 -2.1522 -0.0246 -1.1980  -0.403
C2 -2.1356 0.0440 1.2854  -0.509
C3 -1.6508 1.3983 -1.1234  -0.230
C4 -3.0324 -0.3204 0.0822  -0.174
C5 -1.0575 1.0885 1.1794  0.359
C6 -3.4934 -1.7452 0.0937  -0.611
C7 2.6943 1.8083 0.3014  -1.052
C8 1.9996 -0.5364 -1.7848  -1.174
C9 3.9783 -1.0619 0.5268  -1.097
N1 1.0891 -0.6002 1.0504  -1.299
N2 -0.7888 1.6428 0.0346  -0.446
Si1 2.4187 -0.1177 -0.0045  1.718
H1 -2.6814 -0.0607 -2.0468  0.227
H2 -1.3824 -0.6744 -1.1483  0.212
H3 -2.6564 0.0346 2.1317  0.254
H4 -1.5223 -0.7506 1.5659  0.269
H5 -0.9746 1.7909 -1.8638  0.228
H6 -2.6344 1.9316 -1.1839  0.236
H7 -3.9278 0.4577 0.1822  0.212
H8 -0.6202 1.1372 2.1380  0.235
H9 -4.3486 -1.7250 0.7703  0.228
H10 -2.8208 -2.5042 0.4875  0.217
H11 -3.6756 -2.0032 -0.8414  0.219
H12 3.4090 1.8544 1.0360  0.246
H13 3.1143 2.2075 -0.6378  0.253
H14 1.8181 2.3193 0.6005  0.186
H15 2.6935 -0.1660 -2.5227  0.261
H16 2.0139 -1.6392 -2.0927  0.268
H17 0.9908 -0.1637 -2.2940  0.233
H18 3.9485 -2.2279 0.5503  0.251
H19 4.7775 -0.8461 -0.0055  0.233
H20 4.2604 -0.7921 1.5010  0.238
H21 1.1602 -0.2351 1.9717  0.373
H22 1.0531 -1.5824 1.2873  0.397
H23 0.1358 2.0618 -0.0284  0.443

Entry 2:
A cluster of 3 separate species, C9H24B2F4O10P2 in total. Source: OMol25; level of theory: ωB97M-V with the def2-TZVPD basis set.

Values from the calculation:
Strongest force on any atom ... 9.982 eV/A
E_HOMO ... -9.25 eV
2S+1 ... 1
HOMO-LUMO gap ... 6.42 eV
Electronic energy ... -2241.41632 Eh
SMILES string ... COB(O)BC(F)(F)C(F)F.COP(=O)(OC)OC.COP(=O)(OC)OC

Last column: natural (NBO) charge in e.
Element x y z (Å)
C1 -3.2272 -0.6005 -1.6099  -0.271
O1 -2.9120 -1.2023 -0.3303  -0.738
B1 -2.8773 -2.6412 -0.4411  0.924
O2 -4.0015 -3.3760 0.0584  -0.924
B2 -1.5900 -3.4356 -1.1414  0.309
C2 -1.6710 -4.6167 -2.2526  0.354
F1 -2.3698 -5.7327 -1.7968  -0.317
F2 -0.3417 -5.0698 -2.4951  -0.363
C3 -2.2292 -4.1870 -3.6717  0.517
F3 -2.6200 -2.8584 -3.7489  -0.336
F4 -3.2582 -5.0635 -4.0212  -0.329
H1 -4.0887 -1.1038 -2.1484  0.162
H2 -2.3187 -0.6829 -2.2929  0.163
H3 -3.4738 0.4994 -1.5352  0.242
H4 -4.7337 -3.1435 -0.5437  0.500
H5 -0.5000 -3.1349 -0.7575  -0.052
H6 -1.4234 -4.3400 -4.4445  0.159
C4 -0.4192 1.4411 0.6248  -0.277
O3 -1.6782 1.9339 0.1309  -0.684
P1 -2.7063 2.6714 1.2928  2.249
O4 -3.9249 2.0292 0.6638  -0.954
O5 -2.4490 4.1368 0.5865  -0.785
C5 -1.1518 4.7220 0.6822  -0.258
O6 -3.6767 3.4295 2.4857  -0.661
C6 -3.0092 4.2622 3.4368  -0.276
H7 -0.2822 0.4145 0.2803  0.196
H8 0.3907 2.0573 0.2278  0.205
H9 -0.3792 1.4574 1.7166  0.155
H10 -0.6005 4.5363 -0.2417  0.193
H11 -0.5883 4.3211 1.5301  0.161
H12 -1.2626 5.7990 0.8172  0.191
H13 -2.8580 5.2596 3.0164  0.181
H14 -2.0480 3.8342 3.7293  0.165
H15 -3.6377 4.3510 4.3235  0.198
C7 5.6377 0.7009 2.2768  -0.271
O7 4.2817 0.9738 1.8859  -0.682
P2 3.8832 0.7032 0.2350  2.272
O8 3.0157 1.9433 0.1699  -0.979
O9 2.9590 -0.5950 0.6509  -0.787
C8 3.6016 -1.7457 1.1957  -0.258
O10 3.6507 0.3725 -1.4303  -0.659
C9 4.2912 -0.7911 -1.9621  -0.276
H16 6.0234 1.5561 2.8340  0.198
H17 5.6579 -0.1791 2.9244  0.181
H18 6.2834 0.5229 1.4137  0.162
H19 3.5077 -1.7332 2.2836  0.190
H20 4.6601 -1.7863 0.9206  0.158
H21 3.1083 -2.6384 0.8089  0.200
H22 3.6790 -1.6748 -1.7664  0.184
H23 5.2849 -0.9259 -1.5301  0.165
H24 4.3917 -0.6704 -3.0410  0.204

Entry 3:
A structure of composition C9H24BrMnO3. Source: OMol25; level of theory: ωB97M-V with the def2-TZVPD basis set.

Values from the calculation:
Strongest force on any atom ... 4.940 eV/A
Charge ... +2
E_HOMO (alpha / beta) ... -15.04 / -14.85 eV
2S+1 ... 7
HOMO-LUMO gap (alpha / beta) ... 5.56 / 3.10 eV
Electronic energy ... -4307.28101 Eh

Last column: natural (NBO) charge in e.
Element x y z (Å)
Mn1 11.9625 -4.6796 -2.4171  1.665
Br1 12.3304 -3.7128 -4.8874  -0.688
C1 15.6228 -3.6203 -6.8236  -0.624
C2 16.1737 -3.2442 -5.4347  0.044
C3 17.4766 -2.5508 -5.5201  -0.643
O1 15.3260 -2.3843 -4.7653  -0.304
H1 16.3175 -4.0561 -7.5416  0.293
H2 15.0591 -2.7572 -7.1776  0.266
H3 14.8628 -4.4016 -6.8183  0.250
H4 16.3612 -4.1734 -4.8966  0.350
H5 17.8333 -2.2730 -4.5283  0.256
H6 17.5094 -1.6795 -6.1742  0.275
H7 18.2224 -3.2246 -5.9420  0.252
H8 14.4200 -2.6875 -4.8585  0.509
C4 11.5821 -0.7465 -8.1675  -0.627
C5 11.2033 -2.0340 -8.7652  0.074
C6 11.3253 -1.8607 -10.3090  -0.636
O2 12.2724 -2.9157 -8.4101  -0.704
H9 12.2890 -0.1755 -8.7694  0.228
H10 11.9634 -0.8180 -7.1488  0.179
H11 10.7123 -0.0926 -8.1035  0.225
H12 10.2131 -2.4208 -8.5244  0.179
H13 10.7233 -1.0167 -10.6455  0.222
H14 10.9385 -2.7388 -10.8262  0.222
H15 12.2433 -1.5363 -10.7990  0.231
H16 12.2855 -2.9293 -7.4503  0.434
C7 9.0037 -7.0175 -3.8889  -0.644
C8 9.2122 -5.4363 -3.5591  0.067
C9 7.8894 -4.7099 -3.6191  -0.686
O3 9.9101 -5.3369 -2.3037  -0.848
H17 8.2689 -7.3458 -3.1538  0.219
H18 9.8667 -7.5953 -3.5579  0.211
H19 8.5751 -7.3501 -4.8342  0.264
H20 9.8113 -5.0405 -4.3791  0.203
H21 8.0212 -3.6630 -3.3459  0.230
H22 7.1018 -5.0834 -2.9645  0.237
H23 7.4300 -4.4609 -4.5757  0.281
H24 9.2738 -5.3702 -1.5856  0.540

Entry 4:
A structure of composition C9H24ClI2IrN2P2. Source: OMol25; level of theory: ωB97M-V with the def2-TZVPD basis set.

Values from the calculation:
Energy relative to the best compared isomer or geometry (same formula, charge and spin) ... 0.0 kcal per mole
Strongest force on any atom ... 4.217 eV/A
Charge ... +3
E_HOMO (alpha / beta) ... -18.74 / -18.93 eV
2S+1 ... 6
HOMO-LUMO gap (alpha / beta) ... 7.24 / 5.29 eV
Electronic energy ... -2308.10215 Eh

Last column: natural (NBO) charge in e.
Element x y z (Å)
I1 -0.2005 2.5870 2.0545  0.562
I2 0.0981 -2.5447 2.1159  0.514
Ir1 -0.0044 -0.0310 -2.2055  0.611
P1 -1.9971 -0.0154 -1.3198  1.193
C1 -2.9584 0.0563 0.2331  -0.926
C2 -2.6835 1.4255 -2.2286  -0.952
H1 -3.7507 1.2385 -2.3686  0.294
H2 -3.7867 -1.3068 -2.2640  0.289
H3 -2.1543 1.5126 -3.1871  0.273
H4 -2.2105 -1.6565 -3.0880  0.273
H5 -2.7585 0.9591 0.7901  0.245
H6 -2.5232 2.3120 -1.6149  0.262
C3 -2.7203 -1.5002 -2.1263  -0.950
H7 -4.0158 0.0550 -0.0350  0.299
H8 -2.5677 -2.3510 -1.4626  0.267
H9 -2.7740 -0.7991 0.8654  0.254
P2 1.9908 -0.0131 -1.3221  1.186
C4 2.9564 0.0514 0.2316  -0.925
C5 2.7191 -1.4943 -2.1280  -0.948
H10 2.1510 1.5209 -3.1867  0.272
H11 3.7466 1.2458 -2.3645  0.293
H12 2.5165 2.3188 -1.6115  0.265
C6 2.6778 1.4324 -2.2257  -0.952
H13 2.2094 -1.6506 -3.0882  0.273
H14 3.7837 -1.2989 -2.2645  0.289
H15 4.0140 0.0619 -0.0367  0.299
H16 2.7798 -0.8125 0.8546  0.253
H17 2.5671 -2.3445 -1.4635  0.263
H18 2.7543 0.9465 0.7996  0.250
Cl1 0.0062 -0.1600 -4.4662  -0.308
C7 1.0273 0.7044 3.9340  -0.383
N1 0.0729 -0.0348 3.1150  -0.534
C8 -0.9945 -0.7160 3.8745  -0.367
C9 -0.0105 0.2891 1.7948  0.404
N2 -0.0073 0.0269 0.6076  -0.560
H19 0.7589 0.6243 4.9828  0.273
H20 0.9136 1.8126 3.7638  0.178
H21 2.0736 0.4098 3.7492  0.258
H22 -2.0233 -0.3553 3.6739  0.262
H23 -0.9056 -1.8359 3.6708  0.168
H24 -0.7705 -0.6700 4.9470  0.282